1.
Below is a structure of composition C24H32N5O2PdSb, with properties calculated with wB97M-V/def2-TZVPD.

Structure (XYZ):
```
65
C24H32N5O2PdSb, DFT wB97M-V/def2-TZVPD
Pd -0.515 0.909 -0.318
C -1.933 5.189 0.916
C -0.824 4.633 0.070
C 0.508 4.762 0.461
C 1.496 4.189 -0.308
C 1.132 3.480 -1.444
C -0.214 3.368 -1.739
N -1.175 3.975 -1.031
Sb -0.980 2.152 -3.341
C -2.738 1.594 -2.232
C -3.989 1.663 -2.810
C -5.097 1.273 -2.065
C -4.905 0.840 -0.773
C -3.613 0.785 -0.244
C -3.390 0.293 1.155
N -2.560 1.148 -0.973
C -0.008 0.277 -2.786
C 1.270 -0.043 -3.257
C 1.698 -1.352 -3.180
C 0.859 -2.305 -2.620
C -0.375 -1.914 -2.132
C -1.316 -2.882 -1.484
N -0.811 -0.649 -2.242
H -1.767 6.238 1.165
H -1.983 4.626 1.850
H -2.881 5.086 0.394
H 0.751 5.287 1.376
H 2.535 4.269 -0.019
H 1.879 2.984 -2.054
H -4.098 2.018 -3.826
H -6.092 1.308 -2.491
H -5.741 0.538 -0.157
H -4.043 0.824 1.849
H -2.355 0.439 1.463
H -3.633 -0.770 1.220
H 1.898 0.721 -3.700
H 2.674 -1.634 -3.555
H 1.163 -3.341 -2.553
H -0.773 -3.679 -0.978
H -1.975 -3.331 -2.231
H -1.934 -2.352 -0.761
C 0.949 -3.814 3.230
C 1.402 -2.355 3.279
N 2.334 -1.965 2.239
C 3.735 -2.310 2.411
C 4.170 -3.564 1.655
C 1.856 -1.497 1.030
C 2.848 -0.785 0.152
N 0.640 -1.558 0.641
H 0.161 -3.994 3.964
H 1.775 -4.490 3.455
H 0.563 -4.075 2.243
H 1.886 -2.161 4.240
H 0.544 -1.683 3.223
H 3.895 -2.461 3.480
H 4.363 -1.467 2.118
H 3.677 -4.453 2.052
H 5.249 -3.707 1.733
H 3.914 -3.487 0.597
H 3.461 -0.104 0.742
H 2.288 -0.202 -0.573
H 3.503 -1.481 -0.377
H 0.058 -2.050 1.315
O -0.339 1.679 1.465
O 0.924 1.373 1.075
```

Results
Energy relative to the best compared isomer or geometry (same formula, charge and spin), kcal per mole: 22.8
Highest occupied orbital energy, eV: -6.868

Want to see where the charge sits? The Löwdin charges in e are:
1 Pd 0.782
2 C -0.035
3 C -0.344
4 C -0.034
5 C -0.071
6 C -0.136
7 C -0.515
8 N 0.059
9 Sb 1.466
10 C -0.450
11 C -0.117
12 C -0.062
13 C -0.027
14 C -0.305
15 C -0.028
16 N -0.022
17 C -0.493
18 C -0.135
19 C -0.078
20 C -0.035
21 C -0.357
22 C -0.041
23 N 0.024
24 H 0.075
25 H 0.082
26 H 0.073
27 H 0.116
28 H 0.110
29 H 0.091
30 H 0.087
31 H 0.108
32 H 0.115
33 H 0.086
34 H 0.041
35 H 0.084
36 H 0.093
37 H 0.110
38 H 0.115
39 H 0.073
40 H 0.083
41 H 0.067
42 C -0.078
43 C -0.221
44 N -0.099
45 C -0.219
46 C -0.072
47 C -0.445
48 C -0.027
49 N 0.138
50 H 0.072
51 H 0.062
52 H 0.067
53 H 0.115
54 H 0.117
55 H 0.116
56 H 0.106
57 H 0.061
58 H 0.074
59 H 0.063
60 H 0.084
61 H 0.050
62 H 0.077
63 H 0.041
64 O -0.369
65 O -0.364

2.
Below is a structure of composition C24H33AlBN6O2Se in a non-equilibrium geometry, with properties calculated with wB97M-V/def2-TZVPD.

Structure (XYZ):
```
68
C24H33AlBN6O2Se, DFT wB97M-V/def2-TZVPD
Al 8.853 14.036 8.531
C 5.586 14.040 11.323
C 6.890 13.245 11.293
C 6.837 12.163 12.362
C 8.108 14.131 11.510
C 8.628 14.642 12.728
C 9.616 15.527 12.330
N 9.716 15.581 11.001
N 8.805 14.638 10.485
B 10.533 16.564 10.058
N 11.426 15.634 9.143
C 12.755 15.517 9.025
C 13.079 14.690 7.953
C 11.817 14.315 7.421
N 10.840 14.802 8.184
C 11.628 13.497 6.179
C 10.289 13.673 5.493
C 11.928 12.042 6.512
N 9.442 17.130 9.060
C 9.044 18.385 8.875
C 8.030 18.444 7.936
C 7.750 17.082 7.627
N 8.628 16.286 8.239
C 6.691 16.768 6.598
C 5.334 17.300 7.041
C 6.609 15.419 6.057
H 4.731 13.386 11.297
H 5.533 14.694 10.456
H 5.522 14.591 12.259
H 6.998 12.775 10.301
H 6.704 12.618 13.368
H 7.716 11.521 12.375
H 5.961 11.499 12.214
H 8.283 14.365 13.717
H 10.264 16.127 12.947
H 11.112 17.390 10.630
H 13.402 16.017 9.738
H 14.038 14.377 7.565
H 12.428 13.846 5.524
H 9.458 13.410 6.171
H 10.238 13.002 4.611
H 10.147 14.704 5.165
H 11.181 11.618 7.177
H 12.910 11.905 6.979
H 11.930 11.429 5.601
H 9.509 19.178 9.454
H 7.546 19.315 7.513
H 7.000 17.357 5.720
H 5.019 16.911 8.013
H 4.589 16.988 6.299
H 5.319 18.384 7.049
H 6.980 14.726 6.970
H 7.247 15.172 5.201
H 5.608 15.013 6.015
O 9.654 12.440 8.703
O 7.242 13.950 7.781
Se 9.390 11.032 9.914
C 8.778 9.656 8.825
C 9.594 8.548 8.876
C 9.272 7.437 8.128
C 8.037 7.377 7.482
C 7.186 8.457 7.518
C 7.580 9.624 8.142
H 10.506 8.609 9.489
H 9.933 6.559 8.110
H 7.707 6.457 6.991
H 6.182 8.358 7.077
H 6.945 10.508 8.075
```

Results
Net charge: +1
Energy relative to the best compared isomer or geometry (same formula, charge and spin), kcal per mole: 0.0
Highest occupied orbital energy (alpha / beta), eV: -10.973 / -10.884

Want to see where the charge sits? The Löwdin charges in e are:
1 Al 0.078
2 C -0.036
3 C -0.388
4 C -0.082
5 C -0.238
6 C 0.020
7 C -0.053
8 N 0.035
9 N 0.098
10 B -0.394
11 N 0.017
12 C -0.051
13 C 0.017
14 C -0.250
15 N 0.097
16 C -0.363
17 C -0.047
18 C -0.056
19 N 0.011
20 C -0.074
21 C -0.001
22 C -0.222
23 N 0.108
24 C -0.363
25 C -0.043
26 C -0.001
27 H 0.080
28 H 0.082
29 H 0.093
30 H 0.096
31 H 0.095
32 H 0.047
33 H 0.095
34 H 0.111
35 H 0.132
36 H 0.110
37 H 0.132
38 H 0.113
39 H 0.145
40 H 0.053
41 H 0.103
42 H 0.091
43 H 0.051
44 H 0.088
45 H 0.089
46 H 0.131
47 H 0.110
48 H 0.157
49 H 0.094
50 H 0.087
51 H 0.077
52 H -0.060
53 H 0.113
54 H 0.106
55 O -0.456
56 O -0.187
57 Se 1.435
58 C -0.518
59 C -0.131
60 C -0.045
61 C -0.040
62 C -0.054
63 C -0.067
64 H 0.110
65 H 0.128
66 H 0.127
67 H 0.132
68 H 0.128

3.
Below is a structure of composition C24H33ClN15O2Zn in a non-equilibrium geometry, with properties calculated with wB97M-V/def2-TZVPD.

Structure (XYZ):
```
76
C24H33ClN15O2Zn, DFT wB97M-V/def2-TZVPD
Zn 0.001 -0.213 0.102
C 0.602 -1.067 3.102
N 1.714 -0.154 2.987
C 2.982 -0.757 3.339
C 1.632 1.029 2.321
N 0.748 1.233 1.390
C 0.316 2.530 1.097
C 0.007 3.339 2.177
C -0.459 4.644 2.023
C -0.604 5.150 0.766
C -0.333 4.359 -0.368
C -0.529 4.938 -1.637
C -0.316 4.205 -2.768
C 0.101 2.884 -2.656
C 0.322 2.269 -1.432
N 0.628 0.918 -1.469
C 1.439 0.448 -2.374
N 1.256 -0.776 -2.929
C -0.022 -1.446 -2.867
C 2.376 -1.633 -3.249
N 2.535 1.149 -2.801
C 3.180 2.075 -1.907
C 2.986 1.173 -4.166
C 0.116 3.011 -0.231
N 2.560 1.969 2.726
C 3.027 3.029 1.871
C 2.868 2.157 4.123
H 0.451 -1.306 4.161
H 0.796 -2.000 2.567
H -0.306 -0.624 2.703
H 3.130 -1.672 2.758
H 2.991 -1.027 4.400
H 3.803 -0.082 3.118
H 0.108 2.930 3.174
H -0.694 5.235 2.898
H -0.968 6.157 0.611
H -0.876 5.960 -1.689
H -0.491 4.630 -3.746
H 0.212 2.290 -3.552
H -0.787 -0.781 -2.471
H 0.029 -2.331 -2.229
H -0.302 -1.765 -3.877
H 3.303 -1.172 -2.918
H 2.428 -1.836 -4.323
H 2.267 -2.585 -2.724
H 3.053 1.691 -0.895
H 2.784 3.096 -1.985
H 4.247 2.088 -2.133
H 2.358 0.532 -4.778
H 4.026 0.840 -4.243
H 2.920 2.196 -4.555
H 2.851 2.767 0.834
H 4.103 3.149 2.023
H 2.532 3.985 2.079
H 2.318 1.444 4.731
H 2.579 3.169 4.432
H 3.939 2.034 4.314
N 1.297 -3.389 0.053
C 2.201 -2.366 0.044
N 3.519 -2.539 -0.038
N 4.009 -1.302 -0.052
N 3.066 -0.436 0.022
N 1.881 -1.066 0.083
C -0.045 -3.220 0.271
N -0.886 -4.232 0.432
N -2.070 -3.646 0.610
N -1.967 -2.378 0.561
N -0.685 -2.038 0.340
H 1.655 -4.326 0.113
Cl -4.062 1.699 2.846
C -2.738 0.866 2.032
C -2.588 1.320 0.541
O -3.259 2.244 0.123
O -1.737 0.642 -0.096
H -2.940 -0.207 2.061
H -1.824 1.102 2.582
```

Results
Net charge: -1
Highest occupied orbital energy, eV: -4.988

Want to see where the charge sits? The Löwdin charges in e are:
1 Zn 0.578
2 C -0.044
3 N -0.144
4 C -0.057
5 C -0.369
6 N 0.104
7 C -0.226
8 C -0.045
9 C -0.070
10 C -0.043
11 C -0.152
12 C -0.049
13 C -0.077
14 C -0.023
15 C -0.208
16 N 0.075
17 C -0.394
18 N -0.126
19 C -0.034
20 C -0.056
21 N -0.149
22 C -0.059
23 C -0.065
24 C -0.031
25 N -0.153
26 C -0.042
27 C -0.067
28 H 0.096
29 H 0.078
30 H 0.062
31 H 0.081
32 H 0.089
33 H 0.086
34 H 0.120
35 H 0.103
36 H 0.106
37 H 0.104
38 H 0.099
39 H 0.115
40 H 0.088
41 H 0.074
42 H 0.093
43 H 0.085
44 H 0.087
45 H 0.084
46 H 0.048
47 H 0.093
48 H 0.094
49 H 0.084
50 H 0.090
51 H 0.091
52 H 0.072
53 H 0.095
54 H 0.092
55 H 0.090
56 H 0.090
57 H 0.088
58 N 0.139
59 C -0.489
60 N 0.022
61 N -0.090
62 N -0.053
63 N -0.010
64 C -0.494
65 N 0.016
66 N -0.105
67 N -0.057
68 N -0.052
69 H 0.139
70 Cl 0.551
71 C -0.528
72 C -0.732
73 O 0.002
74 O -0.105
75 H 0.056
76 H 0.039